(i)
Density functional theory data (ωB97M-V/def2-TZVPD) for a structure of composition C5H10O.

HOMO level: -9.5 eV
total charge: 0
Kohn-Sham gap: 10.56 eV

The geometry in XYZ format:
```
16
C5H10O | OMol25 | ωB97M-V/def2-TZVPD
C -1.2812 -1.2472 -0.0736
C -0.3271 -0.0371 -0.0257
C -0.8323 1.4318 -0.1669
C 0.8974 -0.3476 0.8907
C 1.6891 0.1371 -0.3163
O 0.5697 -0.0766 -1.1764
H -2.1825 -1.1095 -0.6765
H -1.5842 -1.6206 0.9160
H -0.6989 -2.0580 -0.5317
H -1.4452 1.4812 -1.0773
H 0.0251 2.0853 -0.4004
H -1.3743 1.9037 0.6558
H 1.0085 -1.4345 1.0035
H 1.0371 0.1206 1.8690
H 2.5409 -0.4284 -0.6875
H 1.9580 1.1999 -0.2027
```

---

(ii)
Density functional theory data (ωB97M-V/def2-TZVPD) for an isolated molecule of C5H10O.

HOMO level: -10.1 eV
total charge: 0
SMILES: CCC[C@H]1CO1
Kohn-Sham gap: 11.29 eV

The geometry in XYZ format:
```
16
C5H10O | OMol25 | ωB97M-V/def2-TZVPD
C 1.8319 0.3726 0.0477
C 0.8009 0.3767 1.1726
C -0.4412 -0.4440 0.8351
C -1.3152 0.1799 -0.2344
C -1.4619 -0.4469 -1.5520
O -2.4546 -0.5914 -0.5558
H 1.4307 0.8118 -0.8735
H 2.1421 -0.6543 -0.1816
H 2.7263 0.9383 0.3258
H 0.4952 1.4064 1.4036
H 1.2611 -0.0179 2.0865
H -1.0107 -0.6544 1.7530
H -0.1554 -1.4298 0.4406
H -1.2842 1.2245 -0.5063
H -1.8263 0.1507 -2.3926
H -0.7386 -1.2220 -1.7686
```

---

Looking at the structures above, which would you pick as the most stable? I would pick (i).